[1]
Here is a cluster of 7 separate species, C46H101F12N4O9P2S2 in total from the OMol25 dataset. Energies are from ωB97M-V/def2-TZVPD.

## Properties
Orbital gap (alpha / beta) (eV): 2.20 / 4.82
Expectation value of S²: 0.75
Multiplicity: 2

The geometry in XYZ format:
```
176
Properties=species:S:1:pos:R:3:lowdin_spin:R:1
O -1.033 3.420 -1.971 0.00
C -0.353 3.610 -3.086 0.00
O -0.673 4.411 -3.964 0.00
O 0.670 3.029 -3.404 0.00
H -0.590 2.606 -1.721 0.00
P -0.188 -0.282 -0.418 0.00
F -1.306 -0.865 0.599 0.00
F -0.163 1.105 0.452 0.00
F 1.072 -0.911 0.475 0.00
F 0.750 0.309 -1.615 0.00
F -0.207 -1.631 -1.292 0.00
F -1.471 0.309 -1.291 0.00
C 2.181 -2.060 -4.781 0.03
C 1.327 -0.821 -5.071 0.00
C -0.114 -1.207 -5.556 0.00
C -1.087 -0.141 -5.033 0.00
N -2.590 -0.356 -5.317 0.00
C -2.840 -0.347 -6.854 0.00
C -3.887 0.772 -7.086 0.00
C -3.712 1.779 -5.921 0.00
C -3.458 0.791 -4.747 0.00
C -3.058 -1.704 -4.627 0.00
C -2.763 -1.941 -3.123 0.00
C -3.366 -3.267 -2.563 0.01
H 1.989 -2.444 -3.779 0.01
H 3.220 -1.755 -4.903 0.00
H 1.982 -2.819 -5.538 0.01
H 1.807 -0.160 -5.792 0.00
H 1.341 -0.312 -4.107 0.00
H -0.371 -2.187 -5.156 0.00
H -0.059 -1.230 -6.644 0.00
H -0.733 0.858 -5.287 0.00
H -1.065 -0.065 -3.946 0.00
H -2.966 -1.375 -7.193 0.00
H -1.912 0.027 -7.285 0.00
H -4.887 0.342 -7.028 0.00
H -3.673 1.293 -8.019 0.00
H -4.580 2.435 -5.851 0.00
H -2.854 2.443 -6.026 0.00
H -4.467 0.498 -4.459 0.00
H -2.882 1.128 -3.885 0.00
H -2.503 -2.426 -5.225 0.00
H -4.113 -1.770 -4.895 0.00
H -3.096 -1.079 -2.546 0.00
H -1.679 -1.991 -3.013 0.00
H -4.437 -3.469 -2.543 0.00
H -3.192 -3.370 -1.492 0.00
H -2.945 -4.110 -3.111 0.00
C -4.303 1.890 -0.845 0.00
C -4.853 2.738 0.331 0.00
C -4.627 2.050 1.660 0.00
C -3.146 1.970 1.957 0.00
P -2.738 1.579 3.592 0.00
C -3.524 2.790 4.710 0.00
C -2.965 4.226 4.696 0.00
C -3.843 5.283 5.381 0.00
C -3.232 6.666 5.461 0.00
C -0.959 1.620 3.887 0.00
C -0.484 0.984 5.193 0.00
C -0.030 -0.464 4.979 0.00
C 1.009 -0.868 5.988 0.00
C -3.504 -0.040 4.054 0.00
C -3.409 -1.142 2.951 0.00
C -4.195 -2.422 3.231 0.00
C -3.643 -3.292 4.338 0.00
H -3.219 2.003 -0.854 0.00
H -4.548 2.368 -1.794 0.00
H -4.572 0.835 -0.791 0.00
H -5.935 2.686 0.213 0.00
H -4.551 3.748 0.054 0.00
H -5.233 1.144 1.681 0.00
H -5.005 2.801 2.354 0.00
H -2.577 2.885 1.791 0.00
H -2.757 1.182 1.312 0.00
H -3.299 2.351 5.682 0.00
H -4.599 2.691 4.560 0.00
H -2.799 4.684 3.721 0.00
H -1.953 4.352 5.081 0.00
H -4.018 4.992 6.416 0.00
H -4.777 5.418 4.835 0.00
H -2.245 6.598 5.919 0.00
H -3.798 7.279 6.163 0.00
H -3.201 7.260 4.548 0.00
H -0.603 2.649 3.945 0.00
H -0.424 1.208 3.031 0.00
H -1.167 1.251 6.000 0.00
H 0.357 1.558 5.582 0.00
H 0.365 -0.588 3.970 0.00
H -0.894 -1.128 4.952 0.00
H 1.894 -0.231 6.000 0.00
H 1.340 -1.884 5.775 0.00
H 0.436 -0.854 6.915 0.00
H -4.535 0.176 4.334 0.00
H -2.986 -0.458 4.917 0.00
H -2.374 -1.475 2.872 0.00
H -3.809 -0.792 1.999 0.00
H -4.328 -3.026 2.333 0.00
H -5.169 -2.073 3.575 0.00
H -4.180 -4.235 4.436 0.00
H -3.607 -2.911 5.359 0.00
H -2.622 -3.584 4.092 0.00
C 4.054 2.834 -2.020 0.00
C 5.246 1.906 -2.443 0.00
N 5.477 0.672 -1.509 0.00
C 5.160 1.072 -0.012 0.01
C 4.453 -0.443 -1.920 0.01
C 4.469 -1.752 -1.012 0.09
C 7.009 0.251 -1.516 0.01
C 7.492 -0.605 -2.671 0.02
O 7.437 0.076 -3.928 0.00
C 7.995 -0.672 -5.003 0.00
H 3.125 2.281 -1.881 0.00
H 3.909 3.612 -2.770 0.00
H 4.331 3.309 -1.079 0.00
H 6.094 2.590 -2.415 0.00
H 5.156 1.500 -3.450 0.00
H 4.104 1.343 -0.034 0.00
H 5.794 1.941 0.162 0.00
H 5.385 0.151 0.525 0.01
H 4.791 -0.694 -2.925 0.00
H 3.525 0.128 -1.936 0.00
H 4.204 -1.569 0.030 0.02
H 5.530 -2.001 -0.984 0.03
H 3.837 -2.583 -1.327 0.03
H 7.215 -0.356 -0.635 0.01
H 7.544 1.150 -1.211 0.00
H 7.069 -1.609 -2.687 0.01
H 8.509 -0.839 -2.358 0.00
H 8.335 -1.674 -4.741 0.00
H 8.804 -0.207 -5.566 0.00
H 7.278 -0.763 -5.819 0.00
C -1.039 -5.841 -1.094 0.05
C -0.779 -4.765 0.040 0.01
N 0.690 -4.768 0.615 0.00
C 1.630 -4.216 -0.445 0.07
C 0.764 -3.797 1.870 0.01
C 0.188 -4.411 3.194 0.01
C 1.057 -6.187 1.051 0.04
C 2.405 -6.476 1.610 0.07
O 2.836 -5.576 2.586 0.01
C 4.191 -5.627 2.993 0.06
H -1.274 -6.847 -0.746 0.01
H -0.392 -5.934 -1.967 0.03
H -1.994 -5.582 -1.549 0.00
H -1.385 -4.912 0.934 0.00
H -0.952 -3.739 -0.285 0.00
H 2.574 -3.908 0.004 0.02
H 1.115 -3.391 -0.938 0.00
H 1.819 -5.045 -1.127 0.08
H 0.202 -2.889 1.648 0.00
H 1.777 -3.394 1.863 0.01
H 0.080 -3.516 3.806 0.00
H 0.760 -5.202 3.678 0.00
H -0.840 -4.775 3.207 0.00
H 1.055 -6.780 0.136 0.03
H 0.360 -6.577 1.793 0.01
H 3.149 -6.611 0.825 0.05
H 2.302 -7.492 1.993 0.01
H 4.552 -6.655 2.960 0.00
H 4.306 -5.082 3.930 0.00
H 4.826 -5.137 2.255 0.04
C 0.652 8.451 2.812 0.00
F 0.755 8.421 1.507 0.00
F 1.860 8.799 3.382 0.00
F -0.320 9.310 3.205 0.00
S 0.009 6.689 3.340 0.00
O 0.066 6.647 4.797 0.00
O -1.339 6.621 2.770 0.00
N 1.254 5.563 2.728 0.00
S 0.592 4.953 1.487 0.00
O -0.605 4.165 1.831 0.00
O 0.499 5.869 0.372 0.00
C 1.820 3.506 0.856 0.00
F 1.430 3.059 -0.289 0.00
F 3.054 4.004 0.862 0.00
F 1.732 2.510 1.726 0.00
```

[2]
Here is a structure of composition C13H18BrN2O4Re from the OMol25 dataset. Energies are from ωB97M-V/def2-TZVPD.

## Properties
Orbital gap (alpha / beta) (eV): 7.66 / 6.87
Expectation value of S²: 3.82
Multiplicity: 4
Net charge: +1

The geometry in XYZ format:
```
39
Properties=species:S:1:pos:R:3:nbo_charge:R:1
Re 0.626 -0.498 -0.162 1.29
Br 3.250 0.271 -2.438 0.16
C 3.703 -0.324 -0.720 0.16
C 5.034 -0.434 -0.369 -0.26
C 5.349 -0.967 0.870 -0.10
C 4.335 -1.417 1.702 -0.20
C 3.036 -1.278 1.284 0.11
N 2.716 -0.684 0.108 -0.54
C 1.879 -1.876 2.063 0.75
O 2.061 -2.347 3.149 -0.54
O 0.737 -1.836 1.395 -0.80
H 5.797 -0.122 -1.067 0.26
H 6.385 -1.058 1.167 0.25
H 4.515 -1.893 2.655 0.27
C -1.023 3.289 -1.150 -0.27
O -0.750 1.879 -1.078 -0.51
C 0.441 1.419 -0.647 0.15
C 1.462 2.470 -0.339 -0.73
H -0.858 3.778 -0.193 0.19
H -2.072 3.361 -1.417 0.21
H -0.419 3.763 -1.922 0.19
H 1.674 3.059 -1.235 0.25
H 2.392 2.023 0.003 0.23
H 1.115 3.157 0.436 0.24
C -3.512 -0.970 -2.057 -0.42
N -3.548 -0.927 -0.589 -0.35
C -4.846 -1.012 0.097 -0.42
C -2.423 -0.858 0.083 0.73
C -2.416 -0.796 1.578 -0.72
O -1.334 -0.838 -0.573 -0.70
H -4.487 -0.675 -2.430 0.22
H -3.279 -1.974 -2.407 0.22
H -2.757 -0.283 -2.426 0.24
H -5.627 -0.857 -0.639 0.23
H -4.935 -0.243 0.860 0.22
H -4.990 -1.991 0.552 0.22
H -3.158 -1.461 2.015 0.25
H -2.643 0.224 1.899 0.25
H -1.430 -1.074 1.944 0.27
```

[3]
Here is a cluster of 14 separate species, C19H55N14O27P in total from the OMol25 dataset. Energies are from ωB97M-V/def2-TZVPD.

## Properties
Orbital gap (eV): 8.38

The geometry in XYZ format:
```
116
Properties=species:S:1:pos:R:3:mulliken_charge:R:1
C 4.880 0.361 -0.468 -0.83
O 4.435 -0.499 -1.491 -0.38
C 3.212 -0.081 -2.071 0.11
C 2.686 -1.190 -2.975 -0.47
C 1.302 -1.764 -2.649 -0.46
C 1.019 -2.012 -1.153 -0.75
P -0.519 -1.349 -0.378 -0.18
C -0.240 0.473 -0.417 -0.33
N -0.431 1.162 -1.703 -0.53
H 4.364 0.187 0.482 0.32
H 4.774 1.413 -0.750 0.37
H 5.934 0.139 -0.314 0.21
H 3.377 0.837 -2.650 0.40
H 2.507 0.171 -1.269 -0.19
H 3.423 -1.996 -2.985 0.22
H 2.660 -0.798 -3.996 0.23
H 1.251 -2.731 -3.152 0.07
H 0.512 -1.171 -3.107 0.49
H 1.848 -1.686 -0.520 0.32
H 0.936 -3.090 -0.998 0.48
H -1.377 -1.493 -1.489 -0.02
H 0.760 0.623 0.012 0.11
H -0.959 0.882 0.291 0.37
H 0.019 2.071 -1.678 0.25
H 0.025 0.653 -2.447 0.21
C 3.055 -3.590 -6.193 -0.57
N 1.575 -3.421 -6.180 0.97
O 1.098 -2.618 -6.955 -0.56
O 0.932 -4.083 -5.391 -0.55
H 3.459 -2.920 -6.942 0.22
H 3.418 -3.338 -5.203 0.19
H 3.263 -4.632 -6.418 0.31
C -4.613 -0.139 2.538 -0.20
N -3.362 0.232 1.834 0.91
O -2.400 0.551 2.503 -0.44
O -3.370 0.194 0.619 -0.55
H -4.443 -0.083 3.603 -0.25
H -5.375 0.566 2.216 0.33
H -4.876 -1.146 2.228 0.26
C 7.890 -0.099 -2.197 -1.04
N 9.187 -0.098 -2.922 1.03
O 10.157 0.366 -2.375 -0.55
O 9.180 -0.585 -4.042 -0.68
H 8.028 0.359 -1.227 0.45
H 7.181 0.457 -2.801 0.28
H 7.575 -1.136 -2.112 0.42
C -7.656 -0.612 -0.722 -0.60
N -7.631 -1.032 0.706 0.90
O -6.749 -1.790 1.064 -0.53
O -8.483 -0.569 1.431 -0.53
H -6.834 -1.101 -1.230 0.28
H -8.620 -0.907 -1.126 0.30
H -7.556 0.470 -0.734 0.21
C -5.169 -1.824 7.034 -0.62
N -4.790 -0.829 5.998 0.88
O -5.621 -0.018 5.639 -0.54
O -3.658 -0.887 5.562 -0.51
H -6.196 -1.644 7.325 0.29
H -5.032 -2.799 6.575 0.10
H -4.485 -1.686 7.867 0.33
C -0.241 1.581 4.670 -0.62
N 0.428 1.704 5.994 0.91
O 1.633 1.851 6.013 -0.55
O -0.284 1.647 6.975 -0.55
H 0.516 1.653 3.899 0.31
H -0.754 0.625 4.645 0.24
H -0.967 2.385 4.599 0.26
C 7.151 4.371 -3.982 -0.76
N 6.994 3.519 -2.770 0.89
O 7.959 2.889 -2.387 -0.52
O 5.901 3.508 -2.243 -0.51
H 8.172 4.272 -4.332 0.32
H 6.433 4.018 -4.715 0.30
H 6.917 5.389 -3.689 0.30
C -5.529 3.105 5.931 -0.50
N -5.860 4.396 5.266 0.94
O -6.378 4.358 4.171 -0.55
O -5.586 5.412 5.873 -0.57
H -5.827 2.295 5.281 0.25
H -4.458 3.104 6.111 0.28
H -6.061 3.078 6.876 0.17
C -6.691 3.087 10.705 -0.72
N -6.271 1.895 9.916 0.82
O -5.475 2.063 9.013 -0.49
O -6.754 0.829 10.228 -0.52
H -6.177 3.953 10.307 0.31
H -7.769 3.171 10.606 0.29
H -6.424 2.894 11.739 0.29
C -2.754 -5.884 5.288 -0.73
N -4.094 -5.386 5.706 0.84
O -4.554 -4.431 5.111 -0.52
O -4.638 -5.965 6.620 -0.51
H -2.405 -5.265 4.470 0.32
H -2.105 -5.817 6.155 0.29
H -2.876 -6.921 4.991 0.28
C 7.812 -1.958 -6.121 -0.64
N 6.329 -1.897 -6.013 0.89
O 5.726 -1.179 -6.786 -0.54
O 5.794 -2.579 -5.162 -0.50
H 8.119 -1.299 -6.923 0.28
H 8.216 -1.638 -5.167 0.25
H 8.073 -2.994 -6.317 0.31
C 4.779 0.465 -9.666 -0.46
N 5.903 0.199 -10.605 0.88
O 5.692 -0.518 -11.560 -0.52
O 6.967 0.722 -10.343 -0.53
H 3.904 -0.065 -10.024 0.30
H 5.091 0.113 -8.688 0.11
H 4.622 1.539 -9.648 0.27
C -4.183 2.526 -1.775 -0.67
N -5.600 2.972 -1.688 0.89
O -5.984 3.823 -2.458 -0.54
O -6.292 2.430 -0.845 -0.56
H -3.696 3.064 -2.578 0.34
H -3.714 2.714 -0.815 0.24
H -4.203 1.456 -1.962 0.27
```

[4]
Here is a structure of composition C3H5IS from the OMol25 dataset. Energies are from ωB97M-V/def2-TZVPD.

## Properties
Orbital gap (alpha / beta) (eV): 7.35 / 7.35
Energy relative to the best compared isomer or geometry (same formula, charge and spin) (kcal/mol): 88.25

The geometry in XYZ format:
```
10
Properties=species:S:1:pos:R:3:nbo_charge:R:1
C -2.538 0.479 -0.338 -0.25
C -1.705 1.355 -0.175 -0.19
C -0.819 -1.911 0.698 -0.42
S 0.728 -1.179 0.631 0.16
I -1.644 -3.511 2.808 -0.32
H -3.435 0.344 -0.771 0.23
H -1.106 2.129 0.096 0.22
H -0.839 -2.866 0.398 0.20
H -1.698 -1.462 0.336 0.22
H 0.345 0.126 0.287 0.14
```

Max |F| per entry: 6.78 0.63 0.59 4.71 eV Å⁻¹